The following is a quantum chemistry calculation of C24H29CoN5 as an isolated structure, from OMol25.

```
! RIJCOSX wB97M-V def2-TZVPD def2/J DEFGRID3
* xyz 3 1
H -2.17 0.72 0.39
N -1.26 -1.07 -0.08
C 2.33 -2.13 0.48
H 0.78 -3.05 -3.20
H 1.36 5.05 2.54
C 0.45 2.71 3.72
H -1.84 0.25 -4.97
C -0.57 2.74 -3.08
C 2.21 -1.67 3.16
C 1.38 4.19 1.87
C 0.24 3.25 2.29
C -1.28 2.14 -4.12
H 1.43 -1.41 -3.26
N 1.42 -1.25 0.96
N 0.26 1.20 0.66
C 1.35 -1.04 2.28
C -1.37 -2.40 -0.28
H -1.30 4.31 1.15
C 3.22 -2.78 1.30
H 1.44 2.25 3.82
C -2.32 -0.34 0.29
H -0.43 3.81 -3.04
H 0.39 -3.52 0.10
C -3.66 -2.31 0.37
H 2.86 -1.64 -1.56
H -1.14 4.80 2.83
H -4.38 -0.33 0.84
H 1.25 4.56 0.85
H -0.32 2.00 4.01
C -0.11 -3.06 -0.75
C -2.56 -3.05 -0.06
H -1.54 -1.98 -2.75
N 0.80 -2.03 -1.36
H -1.72 2.74 -4.90
H 2.49 -3.34 -1.31
C -0.05 1.95 -2.09
H 3.85 -3.05 3.33
C 3.17 -2.54 2.66
H 0.50 2.39 -1.28
C -0.78 0.01 -3.14
C 2.22 -2.33 -1.01
C -0.72 -1.49 -3.28
H -0.85 -1.74 -4.33
N -0.17 0.60 -2.08
H 2.12 -1.48 4.22
H -4.61 -2.80 0.55
C 0.25 2.10 1.37
C -1.13 3.94 2.16
H -2.64 -4.12 -0.22
Co 0.42 -0.37 -0.45
C 0.63 -2.02 -2.85
C -3.54 -0.94 0.53
H -0.32 -3.85 -1.47
H 2.35 3.71 1.96
H -1.95 3.28 2.45
C -1.36 0.76 -4.14
H 0.59 -0.36 2.63
H 0.40 3.55 4.40
H 3.93 -3.48 0.88
*
```

## Properties
E_HOMO = -18.718 eV
relative energy (zero: lowest compared OMol25 entry of this formula, charge and spin) = 0.0 kJ/mol
LUMO energy = -0.414 Eh
total energy = -70411.83487 eV
strongest force on any atom = 0.290 eV/A

Results of the Löwdin charge analysis, in e, for atoms 1 through 4: H 0.120; N 0.040; C -0.230; H 0.152

***

The following is a quantum chemistry calculation of a 2-piece molecular cluster, C2H6OS overall in a non-equilibrium geometry, from OMol25.

```
! RIJCOSX wB97M-V def2-TZVPD def2/J DEFGRID3
* xyz 0 1
H 1.37 1.81 2.32
C -0.80 -0.23 -1.29
O -0.45 -2.24 -0.13
H 0.39 -2.41 0.33
S 0.73 2.30 1.25
H -0.95 0.84 -1.33
H -0.47 -0.38 0.82
H 1.69 1.94 0.39
C -0.62 -0.85 -0.14
H -0.88 -0.78 -2.22
*
```

## Properties
E_HOMO = -9.381 eV
SMILES string = C=CO.S
relative energy (zero: lowest compared OMol25 entry of this formula, charge and spin) = 62.4 kJ/mol
LUMO energy = 0.024 Eh
total energy = -15052.78525 eV
strongest force on any atom = 1.114 eV/A

Results of the Löwdin charge analysis, in e, for atoms 1 through 4: H -0.218; C 0.007; O -0.048; H 0.093

***

The following is a quantum chemistry calculation of C17H17N3O4 in the gas phase in a non-equilibrium geometry, from OMol25.

```
! RIJCOSX wB97M-V def2-TZVPD def2/J DEFGRID3
* xyz 0 1
C -1.38 2.71 -0.10
H -1.75 4.60 0.86
H -3.16 3.89 0.06
C -2.14 1.42 -0.44
H 5.59 -1.41 -1.71
C -4.06 -2.38 1.66
C -3.87 -3.27 0.61
C -2.65 -0.78 0.54
C 3.94 0.30 0.70
C -3.45 -1.14 1.62
H -1.23 -2.25 -2.18
H -4.69 -2.65 2.50
H -2.59 3.24 1.60
C 2.65 0.23 -1.32
H -1.99 -0.66 -2.32
H 4.09 0.60 1.73
N 0.70 1.73 0.03
O 6.98 -1.41 0.21
H -1.66 0.80 1.42
C -3.06 -2.92 -0.45
C -2.28 3.68 0.66
C 2.79 0.64 0.01
H 1.75 0.50 -1.85
H 1.91 1.69 1.71
H 3.53 -0.81 -2.97
N -2.06 0.50 0.54
C 4.94 -0.43 0.07
C 4.80 -0.84 -1.25
O -0.24 2.45 0.72
H -3.60 -0.43 2.42
O 6.21 -0.41 1.95
C 1.75 1.41 0.67
H -1.05 3.16 -1.05
H -2.89 -3.63 -1.25
C 3.65 -0.50 -1.94
H -0.60 -0.87 -1.26
C -1.50 -1.35 -1.63
C -2.42 -1.68 -0.51
H -4.35 -4.24 0.63
N 6.13 -0.78 0.80
O -2.75 1.30 -1.48
*
```

## Properties
E_HOMO = -8.893 eV
SMILES string = Cc1ccccc1NC(=O)[C@@H](C)O/N=C/c1cccc([N+](=O)[O-])c1
relative energy (zero: lowest compared OMol25 entry of this formula, charge and spin) = 285.8 kJ/mol
LUMO energy = -0.028 Eh
total energy = -30561.64669 eV
strongest force on any atom = 1.271 eV/A

Results of the Löwdin charge analysis, in e, for atoms 1 through 4: C -0.294; H 0.084; H 0.093; C -0.457

***

The following is a quantum chemistry calculation of C25H45Cl2ErP as an isolated structure in a non-equilibrium geometry, from OMol25.

```
! RIJCOSX wB97M-V def2-TZVPD def2/J DEFGRID3
* xyz -1 4
Cl -2.71 -1.49 -1.55
H -2.85 1.45 -1.83
H 4.92 -1.54 4.31
H 4.17 0.55 2.58
H -1.65 1.45 0.21
H 1.73 -1.20 1.86
C 1.14 1.12 0.30
C 6.48 2.07 -1.65
C 4.01 1.00 -0.39
H 1.31 1.57 1.29
H 7.20 2.90 -1.66
H -2.40 3.05 0.16
C -1.65 2.42 -0.32
H 3.46 -2.79 0.95
H 4.85 3.47 -1.39
C 2.76 -0.83 1.67
C 0.85 2.16 -0.67
H -0.11 3.34 0.88
C 3.84 -1.76 4.26
C 3.70 -2.05 1.73
C 3.14 0.19 2.76
C 5.38 0.37 -0.07
H 5.54 -0.51 -0.71
H 4.73 -1.73 1.56
H 2.00 -0.63 4.39
H 2.57 -3.15 3.19
H 6.81 1.36 -2.42
H 4.28 -3.57 3.14
C -2.04 2.19 -1.78
C 5.09 2.60 -2.02
H 4.18 0.71 -2.53
H -2.44 3.13 -2.19
C -0.87 1.74 -2.71
H 4.24 -1.65 -1.83
H 0.69 -3.78 -1.64
H -1.17 0.79 -3.19
H 1.74 2.80 -0.83
H 3.12 -0.88 -2.96
H 6.44 2.15 0.50
C 3.06 -0.45 4.15
C 3.58 -2.73 3.10
H 3.15 -3.84 -2.20
C -0.28 3.08 -0.18
Er -1.19 -3.19 -0.75
H 1.41 -4.12 -3.94
H 0.49 -0.75 -2.28
H 3.43 0.27 4.89
H 3.73 -3.15 -3.72
H -0.25 4.01 -0.76
H 0.02 -1.46 -0.71
P 2.55 -0.05 0.01
C 2.98 -3.03 -2.92
H 2.29 -2.36 -0.42
H 1.27 1.18 -2.74
C 0.53 -2.93 -2.37
Cl -0.07 -3.07 1.40
C 1.57 -3.14 -3.49
H 5.42 0.01 0.97
H 3.02 1.97 -2.08
H -0.50 -2.98 -2.83
H 2.49 1.08 2.73
C 4.00 1.54 -1.83
C 0.71 -1.59 -1.62
C 3.21 -1.69 -2.22
H 7.48 0.88 -0.14
H 0.26 0.45 0.42
H -0.79 2.47 -3.53
C 0.45 1.56 -2.12
H 5.08 2.93 -3.06
H 3.88 1.85 0.30
H 3.58 -2.26 5.21
H 1.39 -2.38 -4.27
C 6.52 1.38 -0.28
C 2.18 -1.49 -1.10
*
```

## Properties
E_HOMO (alpha / beta) = -0.908 / -0.776 eV
expectation value of S² = 3.76
relative energy (zero: lowest compared OMol25 entry of this formula, charge and spin) = 2.9 kJ/mol
LUMO energy (alpha / beta) = 0.077 / 0.077 Eh
total energy = -88609.17819 eV
strongest force on any atom = 4.695 eV/A

Results of the Löwdin charge analysis, in e, for atoms 1 through 4: Cl -0.140; H 0.061; H 0.108; H 0.108

***

The following is a quantum chemistry calculation of C34H77N3O7Ti as an isolated structure in a non-equilibrium geometry, from OMol25.

```
! RIJCOSX wB97M-V def2-TZVPD def2/J DEFGRID3
* xyz 2 1
C 17.22 13.77 10.61
C 13.39 21.53 6.07
H 15.73 11.61 10.88
H 11.12 17.51 11.65
C 13.21 21.01 7.52
H 11.53 14.76 11.34
H 12.03 19.72 5.05
O 7.13 12.10 10.76
C 14.80 12.89 6.65
C 8.46 8.94 6.60
C 14.89 18.46 14.66
H 13.97 16.80 11.23
H 15.87 17.58 11.48
O 11.71 14.45 13.20
H 8.78 14.29 8.67
C 14.06 11.80 9.56
H 10.52 18.93 12.61
H 11.96 21.65 9.16
C 15.90 18.13 12.39
H 12.85 18.26 5.44
H 17.70 12.82 10.88
C 9.85 14.05 8.49
H 13.86 22.49 6.16
C 11.20 18.08 12.57
H 13.21 15.09 14.37
H 14.57 20.78 9.25
H 10.21 19.70 8.58
H 8.89 9.13 5.57
H 14.37 17.98 15.50
H 12.61 13.36 14.69
H 16.43 16.35 14.26
C 16.66 11.20 6.78
H 13.94 20.86 5.42
H 14.76 15.02 10.40
H 17.45 10.77 7.39
H 15.53 15.47 13.06
H 12.23 19.80 11.10
H 11.49 17.65 8.81
H 13.60 18.82 10.64
H 15.50 20.85 7.81
H 11.16 10.25 6.18
H 12.27 20.41 13.50
H 11.58 10.46 7.79
N 16.54 12.84 8.48
H 10.95 17.49 13.43
H 9.98 13.08 7.92
H 14.79 15.80 14.67
H 13.70 13.82 13.27
O 17.25 13.92 7.80
H 13.52 11.19 10.22
C 10.72 21.42 7.40
H 9.86 21.84 7.90
C 11.91 18.79 5.62
H 18.19 13.70 7.68
C 15.43 16.20 13.89
O 13.36 16.48 11.94
H 14.74 12.51 5.65
H 6.61 12.87 10.55
C 14.83 11.05 8.43
H 16.88 18.06 12.86
C 12.75 19.51 13.89
C 12.91 14.14 13.94
C 11.49 17.59 7.74
H 16.85 14.26 11.52
C 9.37 9.91 7.43
H 14.15 20.40 15.27
C 14.60 21.26 8.29
H 9.84 14.73 10.42
C 10.94 9.81 7.18
C 10.42 13.98 9.87
H 16.03 10.51 6.21
C 14.19 19.77 14.39
H 15.57 19.17 12.31
O 14.04 18.77 7.54
O 9.56 9.72 8.92
C 15.10 12.44 10.49
H 11.93 15.32 12.88
H 17.92 14.46 10.08
H 9.60 19.61 6.94
H 8.66 7.90 6.74
H 14.76 20.33 13.57
C 15.69 12.03 7.56
C 12.05 21.80 8.08
H 10.57 17.19 7.38
H 13.46 12.54 9.03
C 13.12 19.35 11.48
H 12.13 15.50 9.74
Ti 8.91 11.18 9.81
C 15.18 14.72 9.48
H 15.56 10.32 8.88
H 14.80 12.96 11.39
H 12.41 21.79 5.69
H 13.77 20.14 11.83
H 14.31 18.82 6.58
H 14.37 14.49 8.79
H 15.76 15.58 9.13
H 7.38 9.11 6.65
H 9.05 11.03 7.31
H 10.03 14.90 7.84
H 12.23 22.85 7.94
C 10.52 19.87 7.53
H 14.74 22.35 8.44
H 17.18 11.89 6.13
H 12.18 19.19 14.74
H 12.25 16.85 7.55
H 15.91 18.65 14.99
H 15.27 13.84 6.46
H 10.74 21.68 6.34
C 11.80 14.59 10.27
H 11.23 8.74 7.24
N 12.87 19.57 7.71
C 16.02 13.49 9.74
C 12.66 18.54 12.73
H 13.80 13.05 7.08
H 7.14 11.99 11.74
N 13.46 17.37 13.03
C 14.89 17.56 13.46
O 10.12 12.75 10.30
H 11.09 18.17 5.20
H 14.16 10.47 7.79
C 11.70 18.98 7.12
H 12.68 14.00 10.15
*
```

## Properties
E_HOMO = -12.119 eV
LUMO energy = -0.384 Eh
total energy = -78400.10265 eV
strongest force on any atom = 6.286 eV/A

Results of the Löwdin charge analysis, in e, for atoms 1 through 4: C -0.023; C -0.024; H 0.130; H 0.070

***

The following is a quantum chemistry calculation of C6H10N2O in the gas phase in a non-equilibrium geometry, from OMol25.

```
! RIJCOSX wB97M-V def2-TZVPD def2/J DEFGRID3
* xyz 0 1
H -1.62 -0.79 1.29
H 2.53 0.64 -0.08
N -1.03 0.12 -1.92
H -1.37 -0.76 -2.28
H -0.94 1.78 0.58
C 2.20 0.35 0.89
C -0.12 1.18 0.18
C 0.61 -1.02 -0.36
C -0.64 -0.12 -0.51
H 0.60 0.82 2.35
C 0.80 0.66 1.29
O 1.03 -1.83 -1.13
H 3.01 0.35 1.63
C -1.81 -0.78 0.19
H -2.71 -0.18 0.06
N 1.22 -0.70 0.92
H -0.18 0.35 -2.45
H -2.01 -1.86 -0.12
H 0.42 1.79 -0.54
*
```

## Properties
E_HOMO = -9.293 eV
SMILES string = C[C@@]1(N)C[C@@H]2CN2C1=O
relative energy (zero: lowest compared OMol25 entry of this formula, charge and spin) = 111.7 kJ/mol
LUMO energy = 0.034 Eh
total energy = -11410.93064 eV
strongest force on any atom = 1.514 eV/A

Results of the Löwdin charge analysis, in e, for atoms 1 through 4: H 0.095; H 0.111; N 0.078; H 0.073

***

The following is a quantum chemistry calculation of C12H16AsF6N6S2W as an isolated structure, from OMol25.

```
! RIJCOSX wB97M-V def2-TZVPD def2/J DEFGRID3
* xyz 4 2
F -0.56 -8.59 -1.28
C -2.64 -1.17 0.56
F -1.26 -3.44 0.06
C -1.18 0.51 0.07
H 5.36 -2.12 -0.26
F -0.50 -10.87 0.11
H -0.30 3.73 1.84
N 1.16 -0.73 -0.27
F 1.75 -9.46 -0.30
H 0.69 5.34 -1.74
C 0.03 1.33 -0.02
C -1.80 4.45 0.48
H -2.59 4.08 -0.17
H -0.30 6.00 0.43
C -0.99 3.32 1.09
H -1.51 6.14 -0.82
H 1.42 3.08 -1.30
S -3.71 0.07 -0.03
H -1.60 2.57 1.58
N -3.18 -2.21 1.13
C 2.57 1.14 -0.26
C -0.01 4.67 -1.24
S 4.06 0.29 -0.39
N 2.19 -1.63 -0.17
H -2.30 4.96 1.31
F 1.11 -3.99 -0.28
N -1.30 -0.90 0.38
As 0.14 -9.38 -0.04
H -2.64 -2.97 1.52
H -2.50 2.08 -0.64
W 0.24 -2.37 -0.04
C 3.48 -1.36 -0.26
H 2.75 2.20 -0.17
C 0.84 3.60 -0.55
N 4.37 -2.32 -0.22
H -4.18 -2.28 1.23
N -0.06 2.62 0.13
H 4.10 -3.29 -0.16
C -0.90 5.43 -0.28
H 1.49 4.06 0.20
H -0.60 4.20 -2.03
C 1.31 0.64 -0.26
C -2.36 1.08 -0.26
F -0.13 -8.51 1.32
*
```

## Properties
E_HOMO (alpha / beta) = -20.179 / -20.159 eV
expectation value of S² = 0.76
relative energy (zero: lowest compared OMol25 entry of this formula, charge and spin) = 0.0 kJ/mol
LUMO energy (alpha / beta) = -0.514 / -0.530 Eh
total energy = -122241.72246 eV
strongest force on any atom = 0.587 eV/A

Results of the Löwdin charge analysis, in e, for atoms 1 through 4: F -0.056; C -0.593; F -0.392; C -0.256

***

The following is a quantum chemistry calculation of C5H11NO2 in the gas phase in a non-equilibrium geometry, from OMol25.

```
! RIJCOSX wB97M-V def2-TZVPD def2/J DEFGRID3
* xyz 0 1
C -0.41 -0.55 0.26
C 2.06 -0.45 0.28
H -0.73 -1.69 -1.05
H -0.50 -0.29 1.37
H 1.11 2.57 -0.82
H -0.97 -2.53 0.58
H -0.49 1.79 -1.12
N -0.50 -1.86 -0.02
H -1.73 1.24 1.22
H 0.04 1.86 0.63
C 0.83 0.09 -0.50
C 0.39 1.58 -0.55
H 0.85 -0.40 -1.64
C -1.88 -0.07 -0.11
O -2.44 0.77 0.81
H 1.73 -0.54 1.49
O -2.54 -0.52 -0.94
H 2.24 -1.42 0.05
H 2.96 0.42 0.08
*
```

## Properties
E_HOMO = -8.986 eV
SMILES string = CC(C)[C@H](N)C(=O)O
relative energy (zero: lowest compared OMol25 entry of this formula, charge and spin) = 405.6 kJ/mol
LUMO energy = 0.026 Eh
total energy = -10945.06311 eV
strongest force on any atom = 6.656 eV/A

Results of the Löwdin charge analysis, in e, for atoms 1 through 4: C -0.444; C -0.087; H 0.134; H 0.161

***

The following is a quantum chemistry calculation of C18H24N4ORuS2 as an isolated structure, from OMol25.

```
! RIJCOSX wB97M-V def2-TZVPD def2/J DEFGRID3
* xyz 1 2
C 2.09 2.23 3.50
H -5.58 -1.15 -3.18
H -1.09 -2.20 0.62
H -2.67 -2.50 -0.15
H 4.29 2.21 0.93
H -1.49 2.54 -0.60
C 3.35 2.12 1.46
H -0.01 1.82 3.34
H -1.05 3.30 0.96
H 4.19 2.62 3.36
C -3.82 -0.96 -1.98
H 0.13 3.20 -0.37
C 4.34 -2.31 0.14
N -1.71 -0.68 -0.71
C 1.00 1.66 1.45
C -2.63 0.11 -4.25
H -2.80 1.00 -0.11
H 4.21 -3.39 0.09
H -1.75 1.27 2.11
H 4.84 -2.03 1.07
C 2.02 -1.81 0.79
H 2.04 2.40 4.57
N 2.09 -2.72 1.77
N -0.20 1.38 0.64
H -0.79 -0.20 1.87
H 1.32 -2.78 2.41
C 2.21 1.76 0.75
O 0.94 -1.16 0.65
S 2.28 1.42 -0.99
Ru 0.33 0.14 -0.93
H -4.30 -1.36 -1.10
C 0.93 1.89 2.81
N 3.06 -1.63 -0.01
S -0.23 0.58 -3.00
H -3.09 -0.40 0.90
C -3.95 -0.31 -4.29
H -2.16 0.54 -5.12
C -1.66 -2.11 -0.30
C -0.69 2.69 0.12
C -4.55 -0.84 -3.15
H 2.96 -3.16 2.03
C -2.31 0.16 0.37
C -1.90 -0.01 -3.07
H 4.98 -2.02 -0.69
H -1.17 -2.69 -1.09
C -2.49 -0.56 -1.94
C 3.29 2.35 2.83
H -4.51 -0.22 -5.21
C -1.27 0.64 1.36
H 2.98 -0.85 -0.66
*
```

## Properties
E_HOMO (alpha / beta) = -10.680 / -10.519 eV
expectation value of S² = 0.76
relative energy (zero: lowest compared OMol25 entry of this formula, charge and spin) = 0.0 kJ/mol
LUMO energy (alpha / beta) = -0.126 / -0.146 Eh
total energy = -51312.64143 eV
strongest force on any atom = 0.611 eV/A

Results of the Löwdin charge analysis, in e, for atoms 1 through 4: C -0.064; H 0.112; H 0.072; H 0.093

***

The following is a quantum chemistry calculation of C2H7N3 in the gas phase in a non-equilibrium geometry, from OMol25.

```
! RIJCOSX wB97M-V def2-TZVPD def2/J DEFGRID3
* xyz 0 1
H -1.92 0.64 -0.74
H -0.76 -1.29 -0.86
N 0.33 1.53 0.03
N -1.94 0.04 0.03
H 2.61 -0.08 -0.26
H 1.55 -1.44 -0.14
C 0.51 0.24 0.00
H -2.01 0.72 0.79
H 1.22 2.01 0.04
C -0.68 -0.67 0.05
N 1.71 -0.47 0.12
H -0.62 -1.22 0.95
*
```

## Properties
E_HOMO = -9.456 eV
SMILES string = [H]/N=C(\N)CN
relative energy (zero: lowest compared OMol25 entry of this formula, charge and spin) = 40.2 kJ/mol
LUMO energy = 0.032 Eh
total energy = -6657.53908 eV
strongest force on any atom = 2.279 eV/A

Results of the Löwdin charge analysis, in e, for atoms 1 through 4: H 0.027; H 0.125; N 0.108; N -0.013